Model 1:
DFT (ωB97M-V/def2-TZVPD) results for a 7-piece molecular cluster, C37H94N8O13 overall.

Last column: Mulliken charge in e.
Positions of all 152 atoms, in Å:
O1 13.944 8.450 -12.478  0.18
O2 12.914 11.728 -8.318  -0.22
O3 11.661 14.271 -19.130  -0.47
O4 18.625 8.442 -15.614  -0.47
O5 13.511 10.963 -16.593  0.11
O6 15.869 12.744 -14.054  -0.42
O7 11.163 0.865 -19.788  -0.39
O8 13.995 7.045 -19.008  -0.46
O9 11.363 12.154 -13.312  -0.03
O10 17.827 11.055 -19.165  -0.30
O11 14.679 3.658 -14.834  -0.45
O12 9.768 9.532 -17.640  -0.30
O13 24.076 11.641 -17.816  -0.31
N1 15.034 13.221 -10.405  -0.46
N2 12.098 9.861 -15.352  0.86
N3 16.537 6.322 -15.036  -0.20
N4 21.291 11.408 -20.412  -0.34
N5 11.388 9.528 -12.368  0.16
N6 11.881 4.160 -19.563  -0.05
N7 10.527 11.621 -19.891  -0.22
N8 13.972 10.424 -14.482  0.77
C1 12.968 13.028 -8.947  -1.06
C2 11.397 11.728 -18.699  0.87
C3 16.391 7.793 -15.022  0.27
C4 19.818 11.194 -20.443  -0.53
C5 9.409 10.779 -19.724  -0.97
C6 12.896 7.556 -12.139  -0.84
C7 11.814 3.169 -20.587  -1.01
C8 15.744 5.812 -13.932  -0.30
C9 10.957 14.749 -18.001  -0.53
C10 14.154 8.178 -18.190  0.68
C11 11.234 12.945 -14.507  -0.46
C12 13.246 10.429 -15.566  0.18
C13 15.665 13.465 -15.257  0.43
C14 10.092 8.263 -17.026  -0.89
C15 9.610 9.394 -19.056  -0.46
C16 16.738 11.462 -18.336  -0.64
C17 11.728 1.126 -18.473  -0.57
C18 15.716 4.236 -13.937  -0.84
C19 15.267 13.413 -12.932  -0.44
C20 14.789 3.906 -16.234  0.07
C21 11.682 8.369 -11.525  -1.15
C22 12.657 11.776 -6.934  -0.82
C23 12.871 5.200 -19.872  -0.76
C24 14.897 8.741 -11.501  -1.17
C25 15.553 12.577 -11.572  -0.13
C26 12.259 12.997 -18.921  -0.50
C27 13.604 12.982 -10.365  0.17
C28 10.460 10.453 -11.816  -0.78
C29 19.614 9.035 -16.502  -0.46
C30 23.418 11.852 -19.074  -0.71
C31 22.030 11.130 -19.170  -0.17
C32 10.164 11.493 -12.975  -0.59
C33 25.209 12.447 -17.458  -0.69
C34 10.755 2.069 -20.393  -0.52
C35 18.986 11.861 -19.288  -0.41
C36 12.910 6.238 -18.736  0.47
C37 17.273 8.375 -16.083  -0.05
H1 19.816 10.104 -20.444  0.34
H2 17.168 11.955 -17.464  0.18
H3 9.898 2.451 -19.839  0.32
H4 17.149 7.998 -17.098  0.52
H5 10.596 15.728 -18.318  0.28
H6 15.694 3.771 -12.952  0.40
H7 13.235 6.734 -11.508  0.58
H8 14.837 10.937 -14.388  0.10
H9 19.413 11.604 -21.368  0.21
H10 14.193 13.558 -13.045  0.00
H11 9.557 7.434 -17.490  0.37
H12 15.688 14.415 -12.843  0.43
H13 15.337 8.048 -15.128  -0.58
H14 21.477 11.518 -18.314  0.18
H15 16.235 12.904 -15.997  -0.45
H16 19.231 9.910 -17.026  -0.04
H17 13.249 12.051 -10.807  -0.19
H18 13.466 12.339 -6.467  0.33
H19 10.286 12.478 -20.368  0.33
H20 10.825 10.946 -10.915  0.16
H21 12.270 9.937 -12.643  -0.31
H22 16.063 12.125 -18.876  0.46
H23 10.803 12.322 -15.290  0.24
H24 12.546 1.847 -18.459  0.12
H25 10.612 13.832 -14.383  0.40
H26 11.681 3.530 -21.607  0.61
H27 15.219 11.545 -11.684  -0.19
H28 17.069 9.446 -16.100  -0.09
H29 10.094 14.087 -17.934  0.25
H30 17.518 6.124 -14.894  0.32
H31 11.946 13.405 -8.968  0.44
H32 8.778 8.724 -19.275  0.59
H33 11.515 9.717 -16.164  -0.46
H34 10.869 11.770 -17.747  -0.15
H35 12.104 10.932 -18.464  -0.67
H36 14.483 4.947 -16.338  -0.14
H37 12.973 12.830 -19.728  0.34
H38 22.223 10.064 -19.050  0.22
H39 14.897 8.762 -18.733  0.05
H40 12.595 10.716 -6.690  0.19
H41 12.773 2.657 -20.656  0.45
H42 21.720 11.046 -21.252  0.23
H43 9.431 12.214 -12.614  0.51
H44 11.746 9.783 -14.409  0.17
H45 11.733 12.312 -6.717  0.33
H46 12.198 13.265 -14.902  -0.29
H47 12.956 13.154 -18.098  0.20
H48 9.098 10.561 -20.745  0.49
H49 15.981 14.508 -15.282  0.45
H50 23.198 12.907 -19.235  0.34
H51 11.170 8.101 -17.000  0.25
H52 10.474 8.862 -19.452  0.21
H53 20.376 9.514 -15.886  0.37
H54 9.695 10.979 -13.814  0.19
H55 14.618 9.436 -10.708  0.15
H56 24.101 11.474 -19.834  0.33
H57 13.045 5.760 -17.765  -0.03
H58 19.433 11.963 -18.299  0.31
H59 9.884 8.358 -15.961  0.26
H60 16.689 3.849 -14.240  0.39
H61 13.829 4.686 -19.932  0.39
H62 12.703 7.121 -13.119  0.29
H63 10.915 1.413 -17.806  0.30
H64 25.865 12.356 -18.324  0.29
H65 10.811 7.752 -11.302  0.53
H66 11.953 6.758 -18.765  -0.43
H67 14.682 6.047 -14.007  -0.03
H68 8.699 11.384 -19.159  0.33
H69 20.138 8.335 -17.153  0.29
H70 15.458 12.863 -9.562  0.31
H71 10.422 1.718 -21.370  0.27
H72 13.197 8.688 -18.298  -0.04
H73 16.630 8.146 -14.019  0.22
H74 25.475 12.040 -16.483  0.22
H75 13.758 9.692 -13.820  -0.57
H76 14.587 13.512 -15.413  -0.12
H77 12.162 0.211 -18.070  0.32
H78 15.801 3.677 -16.568  0.30
H79 14.032 3.249 -16.662  0.02
H80 15.823 9.087 -11.961  0.35
H81 13.089 13.584 -11.113  0.26
H82 11.953 8.602 -10.495  0.34
H83 16.115 10.651 -17.958  -0.12
H84 14.477 8.010 -17.162  -0.28
H85 12.448 5.617 -20.786  0.30
H86 15.159 7.748 -11.138  0.45
H87 24.852 13.463 -17.288  0.28
H88 16.630 12.488 -11.430  0.61
H89 11.544 14.844 -17.088  0.17
H90 13.480 13.787 -8.355  0.54
H91 10.997 4.648 -19.542  0.18
H92 16.174 6.078 -12.967  0.48
H93 9.608 9.821 -11.565  0.51
H94 18.557 12.820 -19.580  0.33

## Properties
SMILES: COCCNCCOC.COCCNCCOC.COCCNCCOC.COCCNCCOC.COCCNCCOC.COCCNCCOC.NC(N)=O
Kohn-Sham gap, eV: 8.72
HOMO level, hartree: -0.300

Model 2:
DFT (ωB97M-V/def2-TZVPD) results for a 7-piece molecular cluster, C37H94N8O13 overall.

Last column: Mulliken charge in e.
Positions of all 152 atoms, in Å:
O1 -0.281 3.491 -1.564  -0.15
O2 2.216 1.805 5.719  -0.20
O3 0.391 1.234 -4.288  -0.18
O4 3.368 3.719 -1.662  -0.08
O5 4.586 -2.064 -1.696  -0.23
O6 3.650 -4.183 2.968  -0.35
O7 0.936 -4.824 -4.096  -0.40
O8 -2.347 -0.229 2.096  -0.67
O9 1.077 -4.850 1.068  -0.27
O10 2.090 5.240 1.204  0.08
O11 -7.275 3.040 2.743  -0.38
O12 -7.391 -0.685 -2.633  -0.41
O13 -2.389 -1.002 -1.720  -0.76
N1 0.019 -3.730 -1.590  0.04
N2 2.466 1.108 -2.616  0.80
N3 -7.580 1.139 0.437  -0.12
N4 0.633 2.994 1.989  -0.38
N5 -0.190 -0.826 -1.743  3.73
N6 2.906 -2.572 0.992  0.83
N7 0.309 0.350 3.602  0.09
N8 -1.545 1.124 -1.798  0.99
C1 2.446 2.432 6.915  -0.79
C2 3.109 -4.529 4.273  -0.72
C3 3.823 5.008 -1.936  -0.89
C4 -1.457 -0.231 -1.770  -0.32
C5 -7.161 1.636 2.747  -0.07
C6 -0.020 -0.643 2.584  -1.20
C7 -0.889 4.577 -2.282  -0.97
C8 3.610 1.398 -1.789  -0.78
C9 -8.009 0.198 -0.563  -0.76
C10 3.199 -2.550 -1.509  -0.83
C11 0.008 -3.975 0.887  0.67
C12 -0.720 0.820 -5.035  -0.95
C13 -0.792 -4.131 -0.367  -1.10
C14 4.255 2.722 -2.127  -0.87
C15 4.227 -2.919 2.849  -0.16
C16 1.400 0.356 -4.612  0.36
C17 2.226 4.763 2.545  -0.93
C18 -6.830 -0.114 -1.414  -0.32
C19 -0.369 3.682 -0.124  -1.20
C20 0.153 -3.689 -3.994  0.00
C21 5.480 -2.912 -2.392  -0.87
C22 1.257 -0.184 4.576  -0.36
C23 1.865 3.319 2.686  -0.32
C24 -0.778 -3.731 -2.808  -0.78
C25 0.811 -6.210 0.963  -0.94
C26 -6.087 3.668 3.126  -0.58
C27 -1.080 -0.227 1.543  2.80
C28 2.715 0.743 -3.957  -1.33
C29 2.239 6.673 1.221  -1.01
C30 -8.112 0.958 1.756  -0.65
C31 1.359 0.658 5.852  -0.97
C32 -3.321 0.247 1.154  0.26
C33 -6.659 -1.795 -3.097  -0.62
C34 4.265 -2.395 1.425  -0.57
C35 2.505 -2.048 -0.252  -0.03
C36 0.642 2.767 0.492  1.16
C37 1.584 -4.925 -5.362  -0.87
H1 -0.513 0.786 -6.097  0.41
H2 0.801 -2.779 -3.861  -0.40
H3 -0.287 -1.640 3.024  0.52
H4 4.223 0.496 -1.683  0.38
H5 2.630 2.683 2.267  0.18
H6 -0.963 -0.214 -4.759  0.22
H7 1.495 5.397 3.134  0.46
H8 -0.731 -4.197 1.622  0.66
H9 -7.868 -0.115 1.958  0.44
H10 -9.114 1.356 1.786  0.37
H11 3.225 4.944 2.956  0.31
H12 3.259 -3.621 -1.448  0.78
H13 -6.376 -2.470 -2.297  0.32
H14 3.270 6.920 1.302  0.35
H15 -7.655 2.109 0.022  0.21
H16 3.400 -0.106 -3.958  0.37
H17 1.717 3.067 3.744  0.32
H18 -0.582 0.478 4.110  0.24
H19 1.826 1.881 -2.534  -0.14
H20 -3.425 -0.440 0.274  -0.09
H21 5.220 -2.938 3.275  0.54
H22 0.893 -1.174 4.895  0.26
H23 -1.554 1.411 -4.839  0.30
H24 3.166 3.313 6.725  0.22
H25 -1.433 3.578 0.224  0.13
H26 -1.475 -2.893 -2.786  0.32
H27 0.379 0.956 6.205  0.39
H28 4.701 5.339 -1.468  0.40
H29 -2.453 1.568 -1.737  0.32
H30 -4.251 0.228 1.775  0.08
H31 5.314 2.752 -1.615  0.35
H32 0.483 -6.379 -0.048  0.33
H33 -8.833 0.557 -1.157  0.27
H34 3.219 1.501 -0.822  0.23
H35 -5.260 3.424 2.430  0.15
H36 0.746 -4.407 -1.763  0.23
H37 -0.432 5.569 -2.075  0.22
H38 0.913 -0.833 2.045  -0.22
H39 -6.359 0.761 -1.675  0.37
H40 2.692 -3.575 1.019  0.30
H41 1.789 7.134 2.102  0.41
H42 -5.667 -1.508 -3.498  0.23
H43 -7.331 -2.281 -3.858  0.25
H44 -0.519 -3.659 -4.900  0.58
H45 3.209 1.502 -4.547  0.43
H46 2.111 -5.865 -5.346  0.27
H47 3.545 -2.230 3.360  -0.14
H48 0.398 -2.961 1.005  -0.89
H49 0.287 2.170 2.355  0.53
H50 0.506 1.650 0.345  -0.48
H51 3.890 -4.301 5.047  0.38
H52 3.771 5.231 -2.941  0.43
H53 -8.349 -0.627 0.024  0.37
H54 0.612 -0.249 -1.941  -1.44
H55 -6.165 4.796 2.975  0.26
H56 -6.245 1.396 2.280  -0.12
H57 2.610 -0.916 -0.192  -0.17
H58 -1.323 -5.128 -0.461  0.59
H59 2.201 -3.976 4.489  0.22
H60 2.238 -0.381 4.122  0.17
H61 -1.608 -3.385 -0.296  0.17
H62 0.127 -6.740 1.645  0.30
H63 -1.017 -0.995 0.683  -0.87
H64 3.089 5.674 -1.348  -0.04
H65 1.491 0.296 -5.726  0.61
H66 -0.878 0.751 1.097  -1.09
H67 -0.086 4.749 0.127  0.63
H68 1.882 7.130 0.248  0.26
H69 0.006 -1.835 -1.737  -1.50
H70 -7.389 1.191 3.712  0.34
H71 1.485 -2.174 -0.526  -0.24
H72 -0.771 4.471 -3.347  0.27
H73 1.722 -6.767 1.114  0.29
H74 -1.492 -4.608 -2.975  0.35
H75 -6.121 -0.752 -0.937  0.23
H76 -3.101 1.297 0.807  -0.11
H77 5.041 -3.436 -3.242  0.31
H78 1.753 -0.026 6.613  0.52
H79 2.945 1.790 7.744  0.27
H80 4.429 2.788 -3.229  0.30
H81 5.048 -2.867 0.860  0.28
H82 5.905 -3.713 -1.690  0.24
H83 -1.968 4.588 -1.979  0.31
H84 0.906 -4.883 -6.212  0.33
H85 4.435 -1.317 1.511  0.25
H86 1.221 -0.676 -4.302  -0.34
H87 2.650 -2.295 -2.465  -0.15
H88 6.277 -2.256 -2.670  0.26
H89 2.969 -5.634 4.202  0.21
H90 1.624 2.980 0.003  -0.09
H91 2.295 -4.175 -5.440  0.34
H92 -0.722 1.799 -1.825  -0.71
H93 -5.759 3.322 4.091  0.33
H94 1.489 2.917 7.287  0.33

## Properties
SMILES: COCCNCCOC.COCCNCCOC.COCCNCCOC.COCCNCCOC.COCCNCCOC.COCCNCCOC.NC(N)=O
Kohn-Sham gap, eV: 8.87
HOMO level, hartree: -0.301

Stability summary - winner: model 2; margin: 30.3 kcal/mol.

Model 1:
DFT (ωB97M-V/def2-TZVPD) results for one molecule with the formula C4H8P2.

Last column: Mulliken charge in e.
Positions of all 14 atoms, in Å:
P1 -0.142 -0.518 -1.344  -0.19
P2 2.718 -1.246 -0.559  -0.11
C1 1.506 -0.158 -0.575  0.22
C2 -0.968 -0.822 0.052  0.03
C3 1.693 1.318 -0.039  -1.05
C4 -2.449 -0.984 -0.092  -1.20
H1 1.514 2.047 -0.743  0.30
H2 -2.800 -1.945 0.404  0.28
H3 3.460 -0.361 0.242  -0.05
H4 -2.961 -0.140 0.250  0.30
H5 -2.663 -1.103 -1.073  0.42
H6 0.877 1.331 0.686  0.29
H7 2.678 1.357 0.361  0.40
H8 -0.510 -0.897 1.046  0.36

## Properties
SMILES: [H]/P=C(C)/P=C/C
Kohn-Sham gap, eV: 9.25
HOMO level, hartree: -0.329

Model 2:
DFT (ωB97M-V/def2-TZVPD) results for one molecule with the formula C4H8P2.

Last column: Mulliken charge in e.
Positions of all 14 atoms, in Å:
P1 0.675 -3.085 0.116  -0.03
P2 -0.114 -0.835 -1.012  -0.23
C1 -0.396 1.699 -1.945  -0.92
C2 -0.126 -1.500 0.758  -0.15
C3 0.537 -0.756 1.918  -1.10
C4 -0.255 0.827 -0.747  -0.02
H1 -1.448 2.019 -2.080  0.28
H2 1.084 -1.514 2.555  0.30
H3 -0.013 0.006 2.364  0.37
H4 0.476 2.508 -1.850  0.25
H5 -0.397 1.348 0.214  0.29
H6 -0.182 0.933 -2.752  0.27
H7 1.410 -0.122 1.481  0.28
H8 -1.251 -1.528 0.980  0.40

## Properties
SMILES: CC=P1=P[C@H]1C
Kohn-Sham gap (spin up / spin down), eV: 6.72 / 6.71
HOMO level (spin up / spin down), hartree: -0.293 / -0.289

Model 3:
DFT (ωB97M-V/def2-TZVPD) results for one molecule with the formula C4H8P2.

Last column: Mulliken charge in e.
Positions of all 14 atoms, in Å:
P1 -0.568 -1.157 1.232  -0.21
P2 -0.398 -2.164 -0.665  0.29
C1 1.070 0.359 -0.338  -1.03
C2 -0.323 1.681 1.222  -0.97
C3 -0.234 -1.088 -1.922  -0.61
C4 0.203 0.324 0.671  0.60
H1 0.455 -1.610 2.111  0.04
H2 1.275 1.357 -0.701  0.17
H3 -1.460 1.514 1.338  0.34
H4 0.278 1.938 2.191  0.23
H5 -0.249 -1.581 -2.937  0.23
H6 -0.715 -3.363 -0.334  0.03
H7 1.543 -0.416 -0.855  0.60
H8 -0.013 2.452 0.439  0.30

## Properties
SMILES: C#[PH]PC(=C)C
Kohn-Sham gap, eV: 7.95
HOMO level, hartree: -0.293

Stability summary - winner: model 1; margin: 41.6 kcal/mol.